# 1
The following is a quantum chemistry calculation of C35H33ClN4S2Si2V as an isolated structure at a distorted geometry, from OMol25.

Output
HOMO level (alpha / beta)   -14.7 / -14.7 eV
Frontier orbital gap (alpha / beta)   3.3 / 3.3 eV
Total charge   +3
Lowest unoccupied orbital energy (alpha / beta)   -11.38 / -11.38 eV

Structure (XYZ):
```
78
Properties=species:S:1:pos:R:3:lowdin_charge:R:1
C -1.85797 -1.05001 4.84058 -0.115
C -2.51394 -0.45661 3.72232 -0.136
C -2.23212 -1.25948 2.57345 -0.161
H -3.22394 0.37671 3.77779 0.147
C -1.42763 -2.36437 2.99286 -0.152
C -1.19355 -2.23122 4.38939 -0.132
H -0.68222 -2.95112 5.02657 0.146
H -1.94702 -0.73627 5.88307 0.159
H -2.65338 -1.11502 1.58379 0.124
H -1.11389 -3.21244 2.38323 0.120
V -0.46453 -0.58831 3.36263 0.669
Si -0.86898 -0.36720 -3.20661 0.922
C -0.34942 1.21290 -4.16907 -0.317
C 0.87458 1.36367 -4.85006 -0.092
H 1.55213 0.49914 -4.96584 0.114
C 1.25795 2.62492 -5.32192 -0.049
H 2.25591 2.75895 -5.74390 0.123
C 0.37098 3.70457 -5.20947 -0.045
H 0.68331 4.69974 -5.50800 0.123
C -0.91598 3.51643 -4.70936 -0.046
H -1.62015 4.34861 -4.64634 0.126
C -1.29622 2.24920 -4.24415 -0.096
H -2.32339 2.06352 -3.88510 0.107
C -0.23536 -1.64541 -4.38052 -0.325
C -0.87635 -1.78834 -5.63208 -0.068
H -1.78720 -1.20277 -5.83492 0.121
C -0.33958 -2.67103 -6.58245 -0.036
H -0.81892 -2.76663 -7.55814 0.126
C 0.79448 -3.42876 -6.27852 -0.038
H 1.20508 -4.11846 -7.00590 0.122
C 1.39355 -3.32765 -5.01842 -0.056
H 2.26676 -3.93354 -4.75673 0.118
C 0.87520 -2.45089 -4.05847 -0.103
H 1.30606 -2.37015 -3.05735 0.073
H -2.31214 -0.14873 -3.32033 0.040
Si 1.90638 0.66788 -1.17924 1.172
C 0.73041 -0.92768 -0.86877 -0.339
C -0.68321 -1.13005 -1.03631 -0.240
H -1.46720 -0.35019 -1.25454 0.083
C -1.29500 -2.30676 -0.52849 -0.029
H -2.37673 -2.41316 -0.55641 0.143
C -0.49593 -3.35123 -0.10495 -0.040
H -0.95814 -4.31263 0.14929 0.143
C 0.89495 -3.20819 -0.07570 -0.008
H 1.54700 -4.04067 0.15006 0.132
C 1.49423 -1.98235 -0.38991 -0.147
H 2.58353 -1.84414 -0.28165 0.118
C 0.47443 1.85551 -0.87704 -0.350
C -0.65985 1.61841 -0.04996 -0.160
H -0.87300 0.65098 0.39773 0.048
C -1.59026 2.61620 0.21136 -0.072
H -2.54026 2.36354 0.70546 0.121
C -1.30321 3.92549 -0.19989 -0.020
H -1.94294 4.73700 0.14824 0.127
C -0.25856 4.14612 -1.10704 -0.037
H -0.08131 5.14633 -1.53035 0.135
C 0.56605 3.10394 -1.50946 -0.110
H 1.29051 3.24856 -2.31861 0.108
H 3.05366 0.91530 -0.37530 0.004
Cl 1.48157 0.30820 2.06915 0.147
N -1.50511 2.82789 3.55212 0.120
C -0.58712 2.47465 4.46391 -0.644
N -0.12496 1.23565 4.61788 -0.020
C 0.84727 1.18653 5.61889 -0.310
C 1.16389 2.43300 6.14755 -0.294
S 0.17400 3.69000 5.46954 1.126
C 1.54888 -0.06248 5.75347 -0.304
C 2.71579 -0.33198 6.46788 -0.297
S 3.37898 -1.87657 6.05250 1.133
C 2.05841 -2.06169 4.91329 -0.648
N 1.17791 -1.05908 4.84499 -0.020
N 2.08382 -3.11559 4.06765 0.111
H -1.72545 3.82209 3.47449 0.123
H -1.91399 2.15636 2.90149 0.074
H 1.94427 2.57967 6.88510 0.093
H 3.14817 0.36941 7.16944 0.092
H 2.86577 -3.76722 4.17527 0.121
H 1.47033 -3.17104 3.24484 0.101
```


# 2
The following is a quantum chemistry calculation of one molecule with the formula C6H6ClN at a distorted geometry, from OMol25.

Output
SMILES   C#CC(N)(C#C)CCl
HOMO level   -10.2 eV
Frontier orbital gap   11.0 eV
Total charge   0
Relative energy (zero: lowest compared OMol25 entry of this formula, charge and spin)   94.6 kcal/mol
Lowest unoccupied orbital energy   0.88 eV

Structure (XYZ):
```
14
Properties=species:S:1:pos:R:3:lowdin_charge:R:1
C 2.61248 0.26453 0.37803 0.140
C 1.43274 0.05976 0.28695 -0.090
C -0.03123 -0.11430 0.18854 -0.640
N -0.53933 -0.58783 1.46661 0.078
C -0.35075 -1.11316 -0.86165 -0.094
C -0.63307 -1.90748 -1.71016 0.146
C -0.57421 1.26590 -0.24521 -0.524
Cl -2.36140 1.29769 -0.33656 0.570
H 3.69488 0.45638 0.44120 0.053
H -0.34287 0.10619 2.17847 0.087
H -1.54668 -0.68628 1.41017 0.064
H -0.88742 -2.62590 -2.44906 0.032
H -0.27658 2.01371 0.49588 0.081
H -0.19656 1.57079 -1.24320 0.096
```


# 3
The following is a quantum chemistry calculation of CH30O18Y as an isolated structure at a distorted geometry, from OMol25.

Output
HOMO level   -12.4 eV
Frontier orbital gap   7.5 eV
Total charge   +1
Relative energy (zero: lowest compared OMol25 entry of this formula, charge and spin)   0.0 kcal/mol
Lowest unoccupied orbital energy   -4.85 eV

Structure (XYZ):
```
50
Properties=species:S:1:pos:R:3:lowdin_charge:R:1
Y -12.60700 -1.80000 -11.36100 1.786
C -13.64300 -0.68200 -9.16100 -0.709
O -12.80800 -0.06500 -10.07100 -0.203
O -13.56700 -1.88600 -9.34400 -0.127
O -14.42100 0.00000 -8.40600 -0.088
O -11.46100 -0.00600 -12.33300 -0.103
H -10.60100 -0.07700 -12.75100 0.094
H -11.67800 0.93800 -12.40200 0.035
O -12.43400 -3.09100 -7.38500 -0.060
H -13.07300 -3.54000 -6.79700 0.078
H -12.93600 -2.54100 -8.01500 -0.024
O -15.06200 1.74500 -10.96700 -0.012
H -15.29100 2.66400 -10.82800 0.096
H -14.53800 1.46600 -10.20200 0.030
O -13.62400 2.34600 -8.31200 -0.054
H -13.80400 1.36400 -8.28400 -0.026
H -13.77400 2.65600 -7.42200 0.062
O -14.41200 -0.72800 -12.45400 -0.034
H -14.82800 0.12000 -12.19400 0.086
H -14.50400 -0.69900 -13.36400 0.060
O -12.56200 -0.44000 -6.40300 -0.029
H -13.23400 -0.18900 -7.04400 -0.017
H -12.36100 -1.37500 -6.57000 0.004
O -15.35000 -1.65100 -6.44500 -0.025
H -14.62300 -1.98800 -5.91900 0.041
H -14.94100 -1.11800 -7.15500 -0.001
O -14.72300 -3.22000 -11.30700 -0.060
H -15.51700 -2.91700 -11.73600 0.082
H -14.93600 -4.08400 -10.96700 0.082
O -12.88700 2.11700 -12.31400 -0.044
H -12.95200 2.56600 -13.16800 0.083
H -13.75300 2.08600 -11.88200 -0.012
O -16.77100 -1.24300 -9.47700 0.016
H -16.73600 -2.13500 -9.20900 -0.010
H -15.88600 -0.96800 -9.41100 -0.041
O -12.01400 -3.89100 -10.31000 -0.086
H -12.62100 -4.43500 -9.79300 0.092
H -11.28000 -4.43100 -10.71200 0.131
O -10.41300 -1.46700 -9.81500 -0.004
H -9.74800 -0.81400 -9.70000 0.071
H -10.15100 -2.18900 -9.30300 0.036
O -16.41800 1.64700 -8.07300 -0.032
H -16.31300 2.44500 -8.53600 -0.006
H -15.57100 1.17300 -8.24700 -0.018
O -10.99200 1.93900 -9.73700 -0.070
H -11.66000 1.23800 -9.77100 -0.034
H -11.14500 2.51500 -8.98800 0.031
O -15.58300 -3.64200 -8.56600 -0.027
H -15.54400 -3.16200 -7.76600 -0.009
H -14.96300 -3.21500 -9.15000 -0.032
```


# 4
The following is a quantum chemistry calculation of a 5-piece molecular cluster, C21H52BN2O8 overall at a distorted geometry, from OMol25.

Output
HOMO level   -4.2 eV
Frontier orbital gap   6.6 eV
Total charge   -1
Lowest unoccupied orbital energy   2.41 eV

Structure (XYZ):
```
84
Properties=species:S:1:pos:R:3:lowdin_charge:R:1
C 4.00605 1.14377 -0.98984 -0.053
C 3.57224 2.59162 -0.53477 -0.403
O 2.81550 3.29786 -1.52909 -0.058
C 2.89039 2.55558 0.87097 -0.199
N 1.74513 1.64699 0.95762 -0.023
C 0.48914 2.30328 0.47458 -0.154
B 0.02868 1.66343 -0.94612 -0.540
N -0.84461 2.43102 -1.86937 0.122
O 0.47705 0.35457 -1.19877 0.101
C -0.67593 1.90388 1.47138 -0.671
O -1.59136 2.70411 1.73938 -0.069
O -0.69527 0.72079 1.97399 -0.092
H 4.61462 0.71894 -0.15692 0.077
H 3.09368 0.51314 -1.07557 0.067
H 4.59088 1.24126 -1.93056 0.069
H 4.54060 3.15823 -0.41096 0.131
H 3.40803 3.77681 -2.12303 0.083
H 3.67056 2.15733 1.57483 0.125
H 2.68087 3.61671 1.16993 0.106
H 1.63852 1.43532 1.95345 0.102
H 0.61340 3.41422 0.40284 0.129
H -1.54694 2.95887 -1.33673 0.066
H -0.26555 3.16485 -2.29278 0.062
H -0.27165 -0.22598 -1.41010 0.078
C -0.80798 -4.37051 4.19630 -0.080
C 0.56259 -3.93118 4.68558 -0.292
O 1.58633 -4.08860 3.72182 -0.172
C 1.42033 -3.36161 2.50777 -0.272
C 1.34065 -1.85802 2.70129 -0.078
H -0.78150 -5.41362 3.87137 0.077
H -1.54647 -4.26991 4.99470 0.072
H -1.14893 -3.77278 3.34926 0.063
H 0.84800 -4.54871 5.54128 0.110
H 0.53545 -2.89745 5.04625 0.106
H 0.54507 -3.73145 1.96294 0.102
H 2.29008 -3.59398 1.88948 0.113
H 0.47626 -1.56667 3.29809 0.065
H 1.25961 -1.35371 1.73637 0.072
H 2.23390 -1.49035 3.21404 0.079
C -3.39824 -1.43740 0.78226 -0.067
C -2.17896 -1.89078 0.00040 -0.269
O -2.00793 -3.30466 -0.01670 -0.165
C -3.05956 -4.05764 -0.59025 -0.290
C -3.32898 -3.71562 -2.04643 -0.088
H -3.35014 -1.80343 1.80989 0.081
H -3.45291 -0.34808 0.80119 0.083
H -4.32762 -1.81246 0.34394 0.060
H -1.28512 -1.47457 0.47160 0.106
H -2.19952 -1.49813 -1.02398 0.103
H -3.97070 -3.95572 0.01063 0.103
H -2.76021 -5.10631 -0.52269 0.113
H -3.64973 -2.68037 -2.16962 0.066
H -4.11551 -4.35800 -2.44952 0.074
H -2.42668 -3.85263 -2.64529 0.076
C -1.74346 -4.32918 -7.09737 -0.081
C -2.85810 -4.64921 -6.11503 -0.281
O -3.28378 -3.53331 -5.35535 -0.173
C -3.80320 -2.43324 -6.08233 -0.273
C -5.02674 -2.77714 -6.91573 -0.083
H -0.88378 -3.90509 -6.57438 0.084
H -1.42565 -5.23414 -7.61892 0.074
H -2.05880 -3.60387 -7.84985 0.064
H -2.49525 -5.38825 -5.39770 0.118
H -3.71124 -5.10876 -6.62695 0.105
H -3.02004 -1.98557 -6.70346 0.107
H -4.07972 -1.67973 -5.34323 0.121
H -4.80252 -3.51694 -7.68622 0.062
H -5.40959 -1.88361 -7.41338 0.075
H -5.81580 -3.18979 -6.28322 0.081
C 3.20005 7.90345 2.86508 -0.085
C 2.68326 6.48012 2.73028 -0.279
O 3.62201 5.49498 3.12521 -0.168
C 4.06844 5.54736 4.46778 -0.284
C 2.95126 5.39596 5.48672 -0.080
H 4.11792 8.03335 2.28677 0.079
H 2.45396 8.61355 2.50349 0.075
H 3.42823 8.15838 3.90207 0.062
H 2.45637 6.28428 1.68066 0.117
H 1.74401 6.35095 3.27755 0.112
H 4.63650 6.46850 4.64332 0.102
H 4.77227 4.72196 4.59018 0.117
H 2.22484 6.20738 5.42083 0.065
H 3.35970 5.39582 6.49999 0.073
H 2.41322 4.45953 5.32687 0.087
```